(1)
DFT (the ωB97M-V functional and the def2-TZVPD basis) results for an isolated molecule of C20H30N2O2.

Results
- SMILES string = CC(C)[C@@H](NC(=O)C1CCCCC1)C(=O)NCCc1ccccc1
- LUMO level (Eh) = 0.0278
- max |F| (eV Å⁻¹) = 0.5
- energy relative to the best compared isomer or geometry (same formula, charge and spin) (kcal per mole) = 0.0
- gap between HOMO and LUMO (eV) = 9.75
- highest occupied orbital energy (Ha) = -0.3307

```
54
C20H30N2O2, DFT the ωB97M-V functional and the def2-TZVPD basis
H 4.16 1.86 -0.59
H 2.57 -4.53 0.96
C 1.54 0.21 1.04
C -0.59 -1.51 -0.75
N 1.51 -0.88 0.23
C 3.33 1.14 -0.61
H -3.68 1.79 -1.59
C 1.97 2.65 0.87
C -0.05 -4.35 0.17
C -3.24 1.76 -0.60
H 0.63 3.95 -0.21
C 1.04 -3.28 0.10
C -3.32 0.59 0.14
C -3.99 -0.63 -0.42
C -2.60 2.87 -0.09
O -0.27 -0.99 -1.80
C -2.73 0.56 1.40
C 2.12 -3.56 1.14
H -4.39 -1.25 0.38
H -2.05 -2.22 0.48
H 3.02 1.43 -2.72
H 0.25 2.24 -0.35
H 2.89 -2.80 1.10
H -1.62 1.62 2.88
C 2.44 1.48 -1.80
H -1.52 3.70 1.56
H 1.69 -3.55 2.14
H 2.76 3.40 0.93
H -0.79 -4.21 -0.61
H -4.81 -0.35 -1.08
N -1.85 -1.85 -0.44
C 2.60 1.26 0.73
H -3.48 -2.36 -1.64
C 1.07 2.96 -0.32
O 0.81 0.30 2.01
H -2.79 -0.34 2.00
H 0.02 -1.77 1.32
H 3.34 1.14 1.54
H -2.55 3.78 -0.68
H 1.61 0.78 -1.89
H -0.55 -4.32 1.14
C -2.99 -1.46 -1.24
H 1.49 -3.30 -0.90
H 1.96 -0.84 -0.67
H 1.20 3.12 -2.47
C 0.46 -1.87 0.32
H 2.66 3.62 -1.61
H 3.78 0.15 -0.72
C -2.08 1.67 1.91
H -2.59 -0.88 -2.08
H 1.39 2.68 1.79
C -2.02 2.83 1.16
C 1.86 2.88 -1.63
H 0.39 -5.33 0.05
```

***

(2)
DFT (the ωB97M-V functional and the def2-TZVPD basis) results for a cluster of 2 separate species, C6H9N3O2 in total in a non-equilibrium geometry.

Results
- LUMO level (spin up / spin down) (Eh) = -0.0047 / 0.0125
- max |F| (eV Å⁻¹) = 4.0
- energy relative to the best compared isomer or geometry (same formula, charge and spin) (kcal per mole) = 112.5
- gap between HOMO and LUMO (spin up / spin down) (eV) = 6.84 / 7.56
- highest occupied orbital energy (spin up / spin down) (Ha) = -0.2560 / -0.2654

```
20
C6H9N3O2, DFT the ωB97M-V functional and the def2-TZVPD basis
O -1.40 -1.68 -0.42
H 0.45 -1.02 -2.00
N 0.35 -0.38 -1.21
N 1.56 2.32 0.79
C -0.23 0.66 2.95
C 1.32 1.56 -0.07
C 1.95 0.88 -2.48
H 0.09 2.46 2.16
H 1.74 1.94 -2.83
H 3.12 0.76 -2.45
H -1.71 -2.94 1.19
C 1.33 0.67 -1.14
H -2.35 -1.39 1.39
C -0.58 -0.59 -0.22
H -3.13 -2.67 0.26
O -0.48 -0.45 3.21
C -2.16 -2.17 0.60
N -0.34 1.83 2.74
H -0.94 0.15 0.53
H 1.43 0.07 -3.01
```

***

(3)
DFT (the ωB97M-V functional and the def2-TZVPD basis) results for a structure of composition C3H9NO in a non-equilibrium geometry.

Results
- LUMO level (Eh) = 0.0323
- max |F| (eV Å⁻¹) = 13.6
- energy relative to the best compared isomer or geometry (same formula, charge and spin) (kcal per mole) = 123.3
- gap between HOMO and LUMO (eV) = 10.12
- highest occupied orbital energy (Ha) = -0.3398

```
14
C3H9NO, DFT the ωB97M-V functional and the def2-TZVPD basis
H -0.40 1.46 -0.91
C 0.66 0.62 0.78
C -0.14 0.32 -0.52
H 0.91 1.56 1.08
H -2.19 0.10 0.41
C -1.40 -0.40 -0.22
H 1.24 -1.55 -1.01
H -1.71 -0.57 -1.35
H 1.65 0.28 0.80
H -1.46 -1.38 -0.30
H 1.38 -0.03 -1.75
H 0.62 0.19 2.56
N 0.69 -0.43 -1.45
O 0.13 -0.17 1.88
```

***

(4)
DFT (the ωB97M-V functional and the def2-TZVPD basis) results for a cluster of 2 separate species, C2H8N2 in total in a non-equilibrium geometry.

Results
- SMILES string = [H]/N=C/N.C
- LUMO level (Eh) = 0.0318
- max |F| (eV Å⁻¹) = 1.6
- energy relative to the best compared isomer or geometry (same formula, charge and spin) (kcal per mole) = 10.8
- gap between HOMO and LUMO (eV) = 10.00
- highest occupied orbital energy (Ha) = -0.3358

```
12
C2H8N2, DFT the ωB97M-V functional and the def2-TZVPD basis
H 0.52 -2.00 -1.85
H -1.13 1.30 0.02
H -1.52 -0.18 1.45
C -0.41 1.11 0.81
H 0.56 -0.47 -1.03
H 0.14 -1.89 -0.11
N -0.75 0.40 1.82
N 0.87 1.58 0.64
H -0.97 -1.25 -1.47
C 0.03 -1.41 -1.08
H 1.59 1.05 1.11
H 1.07 1.77 -0.32
```

***

(5)
DFT (the ωB97M-V functional and the def2-TZVPD basis) results for an isolated molecule of C3H5P in a non-equilibrium geometry.

Results
- SMILES string = CC=C=P
- LUMO level (Eh) = 0.0202
- max |F| (eV Å⁻¹) = 4.3
- energy relative to the best compared isomer or geometry (same formula, charge and spin) (kcal per mole) = 18.5
- gap between HOMO and LUMO (eV) = 9.57
- highest occupied orbital energy (Ha) = -0.3313

```
9
C3H5P, DFT the ωB97M-V functional and the def2-TZVPD basis
P 2.61 0.86 -0.30
H -1.18 -1.01 1.38
H -2.21 -0.42 0.07
H -0.57 1.16 0.48
C 1.07 0.51 -0.32
C -0.17 0.27 0.15
H -1.19 -1.88 -0.22
H 2.81 1.36 -1.59
C -1.17 -0.86 0.35
```

***

(6)
DFT (the ωB97M-V functional and the def2-TZVPD basis) results for a structure of composition C36H51B2N12O7P2RbS3 in a non-equilibrium geometry.

Results
- LUMO level (Eh) = 0.1192
- max |F| (eV Å⁻¹) = 2.2
- charge = -2
- energy relative to the best compared isomer or geometry (same formula, charge and spin) (kcal per mole) = 152.1
- gap between HOMO and LUMO (eV) = 5.04
- highest occupied orbital energy (Ha) = -0.0661

```
114
C36H51B2N12O7P2RbS3, DFT the ωB97M-V functional and the def2-TZVPD basis
H 0.80 -4.31 -5.01
O -3.15 -2.95 2.53
H 4.05 -0.96 -0.57
C -0.70 -4.84 1.00
H 3.84 -3.86 2.61
C 0.20 -3.60 -4.42
H 2.33 -2.39 -5.61
C 4.44 3.83 -2.84
C 0.23 -2.21 -5.07
O -4.81 -3.89 0.85
H 3.32 -1.46 3.09
C 3.63 2.55 -3.03
H -4.37 0.80 -3.47
C -0.29 -2.29 -6.50
H -2.13 5.79 1.69
H 5.32 1.28 -2.49
H 1.29 3.20 2.28
C 4.33 -3.56 1.68
Rb -3.19 -0.40 2.15
N -2.22 3.32 3.81
H -2.90 2.12 7.62
H 1.98 3.51 -4.09
H 5.54 -1.67 0.10
C -2.29 4.88 2.25
C 3.71 -2.28 1.12
H 2.14 1.77 -4.38
C -4.31 -0.01 5.59
C -1.80 -0.62 -4.64
H -0.99 5.03 4.07
S -1.81 -2.85 -0.98
C 1.60 1.17 4.21
H 2.68 1.18 4.15
C -3.14 3.80 1.95
H -1.17 -5.27 0.12
C -1.65 0.76 -2.67
H 3.31 -0.26 1.79
C 0.78 2.13 4.77
B 0.03 -0.17 -0.88
H 1.85 4.64 1.37
H 3.12 4.04 -0.67
H 5.39 -3.38 1.90
O -6.89 0.68 2.28
C 1.59 2.86 0.20
C -1.72 4.52 3.46
C -4.22 0.46 6.92
H 0.38 -2.91 -7.10
H 4.85 -0.92 2.38
C 3.81 -1.16 2.16
H -2.28 -0.91 -5.57
H 0.92 -0.76 3.28
H 0.60 -3.55 -3.41
N 1.72 -1.48 0.09
H -3.49 2.12 -4.20
N 2.10 1.09 -1.92
H -0.16 -5.60 1.57
H 5.12 1.54 -4.23
N 1.23 0.83 -0.98
H -1.29 -2.73 -6.54
O -5.33 -4.09 3.33
H -0.33 -1.29 -6.95
H 1.73 -0.72 -5.59
N -0.71 -0.13 -2.22
C -3.29 1.47 6.85
H -4.91 -0.82 5.20
H -4.76 0.11 7.79
H 2.04 -1.57 -4.06
H -4.43 -3.24 0.22
C 2.24 -2.47 0.73
H 3.79 4.70 -2.72
C 4.59 1.38 -3.29
C 1.47 -3.62 1.06
N 0.46 -1.54 -0.39
H -3.98 0.73 -5.21
C 4.49 -1.86 -0.14
P -4.60 -3.26 2.34
C 2.75 2.24 -1.83
H -6.53 0.13 2.99
H -3.78 3.67 1.09
C -3.62 1.04 -4.23
P -5.84 -1.18 0.69
S -1.92 2.25 -1.97
H 5.09 3.76 -1.97
H 1.88 -4.40 1.69
H 5.06 4.00 -3.72
C -0.60 -1.25 -4.22
C -2.34 0.35 -3.87
C 2.70 2.70 -4.25
H 4.26 -4.38 0.96
H 0.17 4.05 1.24
C 0.71 0.18 3.77
S -0.52 0.96 0.68
H 3.28 2.90 -5.15
N -0.54 0.52 4.04
H -1.46 3.28 5.93
N -2.86 1.57 5.57
C 1.68 -1.69 -5.08
H -0.82 -3.98 -4.35
H 4.02 0.45 -3.37
N -0.50 1.70 4.65
C 1.21 3.75 1.34
N -0.15 -1.04 -3.03
H 4.44 -2.65 -0.90
B -1.77 2.51 5.06
C -0.34 -2.67 -0.24
O -4.59 -1.08 -0.14
C 0.88 1.66 0.01
H 1.01 3.07 5.25
N -3.08 2.87 2.89
O -5.40 -1.80 2.20
C 0.19 -3.71 0.62
H -1.51 -4.43 1.62
C 2.55 3.12 -0.74
O -5.94 0.45 1.23
N -3.49 0.66 4.80
```

***

(7)
DFT (the ωB97M-V functional and the def2-TZVPD basis) results for an isolated molecule of C12H17BN2O4S in a non-equilibrium geometry.

Results
- SMILES string = C=CC(=O)N(C)CC(=O)N[C@H](Cc1ccsc1)B(O)O
- LUMO level (Eh) = 0.0108
- max |F| (eV Å⁻¹) = 4.1
- energy relative to the best compared isomer or geometry (same formula, charge and spin) (kcal per mole) = 33.1
- gap between HOMO and LUMO (eV) = 8.89
- highest occupied orbital energy (Ha) = -0.3160

```
37
C12H17BN2O4S, DFT the ωB97M-V functional and the def2-TZVPD basis
H -0.60 0.39 1.18
C 0.42 -2.74 -1.85
H -0.90 -1.72 -0.47
H 0.40 0.82 -2.30
O 1.65 1.58 3.58
C 0.84 -1.77 1.77
H -3.78 -0.80 -3.67
H -4.10 -0.52 -1.80
C -0.01 -2.31 -0.62
H -1.50 2.44 0.70
C -3.49 -0.32 -2.72
C 1.23 -0.22 1.76
S 1.91 -3.57 -1.59
C 2.18 -2.88 0.02
H 1.16 -0.28 5.10
H 1.02 2.32 -1.78
O 1.68 2.50 0.74
O 1.21 -0.71 4.22
C -1.95 0.89 -1.31
C 0.58 1.92 0.67
H -0.16 -1.81 2.16
N 0.32 0.63 1.07
C -2.45 0.50 -2.67
C 0.09 1.82 -2.12
C -0.65 2.60 0.10
C 0.96 -2.41 0.45
H 2.22 -0.14 1.28
B 1.31 0.28 3.28
O -2.34 0.36 -0.29
H -0.51 3.65 0.01
H -0.12 2.27 -3.15
H 1.83 2.24 2.83
H -0.06 -2.57 -2.74
H 1.38 -2.40 2.46
N -1.02 1.94 -1.26
H 3.13 -2.82 0.55
H -1.88 0.85 -3.58
```

***

(8)
DFT (the ωB97M-V functional and the def2-TZVPD basis) results for a cluster of 2 separate species, C8H18N4OP in total in a non-equilibrium geometry.

Results
- LUMO level (Eh) = -0.1003
- max |F| (eV Å⁻¹) = 5.4
- charge = +1
- energy relative to the best compared isomer or geometry (same formula, charge and spin) (kcal per mole) = 10.6
- gap between HOMO and LUMO (eV) = 9.68
- highest occupied orbital energy (Ha) = -0.4560

```
32
C8H18N4OP, DFT the ωB97M-V functional and the def2-TZVPD basis
N 1.20 1.83 -0.03
H -1.54 -1.22 1.14
H 0.01 -2.71 -0.38
C -1.57 0.19 -0.40
C 0.78 -2.17 0.31
H 3.88 -0.19 -1.70
O 3.52 -0.07 0.63
H -3.91 -0.39 1.34
P 1.11 0.27 -0.73
H 1.85 -2.19 0.15
C -3.41 1.71 -0.13
H -4.95 -0.70 0.02
N -0.61 0.63 -1.22
C 4.59 0.21 0.20
C 1.51 2.01 1.19
C 4.83 0.07 -1.31
H -0.76 1.27 -1.98
H -3.35 1.89 1.01
H -2.92 2.49 -0.71
C -2.98 0.30 -0.58
H -3.16 0.20 -1.67
H -3.51 -1.75 0.12
H 5.45 0.69 0.69
H 5.37 -0.91 -1.54
H 5.18 1.04 -1.73
N -0.98 -0.62 0.52
H 1.64 3.08 1.52
H 1.33 1.40 2.04
H -4.35 1.99 -0.50
C -3.88 -0.73 0.22
N 0.37 -0.77 0.44
H 0.44 -2.54 1.27
```

***

(9)
DFT (the ωB97M-V functional and the def2-TZVPD basis) results for an isolated molecule of C4H4O2.

Results
- SMILES string = C#CCOC=O
- LUMO level (Eh) = 0.0272
- max |F| (eV Å⁻¹) = 0.8
- energy relative to the best compared isomer or geometry (same formula, charge and spin) (kcal per mole) = 43.4
- gap between HOMO and LUMO (eV) = 11.32
- highest occupied orbital energy (Ha) = -0.3888

```
10
C4H4O2, DFT the ωB97M-V functional and the def2-TZVPD basis
H -1.84 -0.13 0.12
H 0.54 2.36 -2.18
C -0.24 0.61 -0.97
C 0.15 1.53 -1.64
O -0.21 -1.07 0.88
H -1.11 -1.29 -0.94
C 0.90 -0.62 1.50
O 1.16 -0.94 2.62
H 1.53 0.03 0.87
C -0.88 -0.48 -0.24
```

***

(10)
DFT (the ωB97M-V functional and the def2-TZVPD basis) results for an isolated molecule of C5H11N.

Results
- SMILES string = CN1CC1(C)C
- LUMO level (Eh) = 0.0391
- max |F| (eV Å⁻¹) = 0.2
- energy relative to the best compared isomer or geometry (same formula, charge and spin) (kcal per mole) = 27.5
- gap between HOMO and LUMO (eV) = 9.86
- highest occupied orbital energy (Ha) = -0.3233

```
17
C5H11N, DFT the ωB97M-V functional and the def2-TZVPD basis
N 0.87 0.67 -0.02
H -2.50 0.98 0.08
C -0.78 -1.31 -0.04
H -1.18 2.15 -0.20
C 1.88 -0.17 -0.63
H 2.06 -1.13 -0.13
C -1.51 1.12 -0.36
H 1.54 -0.39 -1.65
H -1.73 -1.56 0.44
H 2.82 0.38 -0.70
H -0.01 -1.95 0.40
C -0.47 0.17 0.18
H -1.60 0.97 -1.45
H -0.86 -1.55 -1.10
H 0.25 1.42 1.91
C 0.40 0.51 1.34
H 0.77 -0.34 1.93
```

***

(11)
DFT (the ωB97M-V functional and the def2-TZVPD basis) results for a structure of composition C39H36F6MoN4O5S5 in a non-equilibrium geometry.

Results
- LUMO level (spin up / spin down) (Eh) = -0.2527 / -0.2497
- ⟨S²⟩ = 2.019
- max |F| (eV Å⁻¹) = 1.3
- charge = +2
- energy relative to the best compared isomer or geometry (same formula, charge and spin) (kcal per mole) = 4.5
- spin multiplicity = 3
- gap between HOMO and LUMO (spin up / spin down) (eV) = 6.52 / 6.70
- highest occupied orbital energy (spin up / spin down) (Ha) = -0.4924 / -0.4958

```
96
C39H36F6MoN4O5S5, DFT the ωB97M-V functional and the def2-TZVPD basis
C 0.87 -7.52 1.00
H -6.73 1.15 0.59
F -2.05 5.57 -3.38
S -0.03 4.21 1.12
H 6.90 -1.56 -0.38
C 7.08 -1.49 -2.52
C -1.66 4.43 1.90
O -3.48 3.26 -2.25
C -1.59 5.06 -2.27
C 5.06 -0.98 -1.32
H 0.80 0.52 3.03
H -0.27 -3.97 2.03
C -2.02 0.67 4.90
C -4.86 0.98 1.58
F 1.38 3.53 -4.16
N 3.06 -1.61 -0.06
N 0.86 -3.20 -0.65
C 2.21 -3.62 -1.08
O 0.20 2.67 1.07
O -0.16 0.81 -2.09
C -3.47 0.81 1.42
C 5.10 -0.87 -3.73
F -2.16 5.67 -1.22
H -2.35 0.65 5.93
C 0.87 4.66 2.63
H -6.03 0.32 -4.04
C 0.54 -6.58 0.03
C -4.03 0.09 -3.25
H -0.20 -4.71 -1.65
C 1.39 2.55 -3.28
H -1.33 6.16 3.15
H -4.01 0.85 4.14
C -5.67 0.98 0.49
C -5.41 0.37 -3.16
H 1.05 -7.90 3.11
H -2.18 -0.10 -2.24
H 3.37 -0.41 -2.54
H 0.25 4.99 4.68
H -1.15 -3.81 -0.48
H -3.60 -0.18 -4.21
H 6.98 -1.35 -4.66
S -0.89 -1.39 0.05
F -0.27 5.19 -2.21
C -2.96 0.78 3.89
H -0.24 3.43 4.01
H 8.13 -1.79 -2.51
N -2.91 0.67 0.21
C 4.41 -0.73 -2.53
H -2.04 3.42 2.00
H 2.25 -4.71 -1.09
H 0.32 -5.63 3.76
S -0.18 1.58 -3.35
O -1.46 2.86 -0.86
H 1.17 5.70 2.49
H -7.01 0.84 -1.83
N -1.33 2.65 -3.38
C -1.18 0.72 2.23
O -0.15 0.82 -4.55
H -2.26 4.89 3.93
H 4.91 -1.18 0.82
C -0.19 -4.27 -0.66
C 6.39 -1.37 -1.32
H -5.26 1.12 2.57
H 4.60 -0.67 -4.67
C -0.25 0.59 3.26
C 6.44 -1.25 -3.72
C 0.39 -5.89 2.72
C 4.31 -0.82 -0.02
C -5.95 0.66 -1.94
C 0.06 -4.96 1.74
S -2.06 3.28 -2.17
H 0.06 0.44 5.38
C 0.79 -7.17 2.35
C -3.22 0.16 -2.15
H 3.12 -3.51 0.85
C 1.87 -1.08 -0.03
H 2.38 -3.25 -2.09
H 4.23 -3.28 -0.51
C -3.74 0.52 -0.90
C -1.42 5.08 3.26
H 1.76 4.03 2.66
C -5.13 0.73 -0.79
C -0.11 4.49 3.78
C 0.67 -1.99 -0.23
H -2.30 5.00 1.23
H 0.58 -6.86 -1.02
Mo -0.79 1.04 0.21
S 1.62 0.56 0.27
C -0.67 0.55 4.58
F 1.55 3.05 -2.05
H 4.07 0.22 0.16
F 2.39 1.72 -3.54
C -2.54 0.79 2.55
C 3.23 -3.07 -0.14
C 0.14 -5.30 0.39
H 1.17 -8.51 0.71
```

***

(12)
DFT (the ωB97M-V functional and the def2-TZVPD basis) results for the ion C3H6N3S with charge +1 in a non-equilibrium geometry.

Results
- LUMO level (Eh) = -0.2006
- max |F| (eV Å⁻¹) = 5.5
- charge = +1
- energy relative to the best compared isomer or geometry (same formula, charge and spin) (kcal per mole) = 105.6
- gap between HOMO and LUMO (eV) = 8.97
- highest occupied orbital energy (Ha) = -0.5302

```
13
C3H6N3S, DFT the ωB97M-V functional and the def2-TZVPD basis
H 1.43 0.99 1.67
H 0.35 -0.53 -2.36
N -0.24 -0.78 -1.50
C 1.40 0.67 0.65
H -2.53 -0.81 2.47
C 0.09 0.19 0.33
H 2.19 0.04 0.55
C -1.48 -1.02 -1.25
H -2.05 -1.61 -2.05
N -1.93 -0.90 -0.02
N -1.02 -0.26 0.77
S -1.77 0.29 2.32
H 1.74 1.56 0.18
```

***

(13)
DFT (the ωB97M-V functional and the def2-TZVPD basis) results for an isolated molecule of C20H18N2O4 in a non-equilibrium geometry.

Results
- SMILES string = Cc1c(OCC(=O)Nc2cccnc2)ccc2c3c(c(=O)oc12)CCC3
- LUMO level (Eh) = 0.0030
- max |F| (eV Å⁻¹) = 1.0
- energy relative to the best compared isomer or geometry (same formula, charge and spin) (kcal per mole) = 16.7
- gap between HOMO and LUMO (eV) = 8.68
- highest occupied orbital energy (Ha) = -0.3161

```
44
C20H18N2O4, DFT the ωB97M-V functional and the def2-TZVPD basis
H 0.87 -3.82 0.31
C -2.10 -0.13 2.47
C -1.63 2.20 3.27
C 2.04 -2.47 -4.34
N -0.25 -1.92 -5.80
H 1.63 -2.29 0.74
C -2.76 2.40 4.23
H -3.72 2.08 3.81
C -1.33 1.05 2.48
C -0.84 3.30 3.21
O 1.09 4.29 2.25
H -2.58 1.82 5.13
C 2.09 -2.32 -5.72
H 1.23 -0.28 -1.03
C -0.59 -1.10 0.86
C 1.57 -2.71 -1.37
O -0.36 -2.21 0.09
C -0.20 1.12 1.66
H 2.29 -0.03 0.37
H 2.93 -2.69 -3.77
C -2.72 3.92 4.51
H -1.28 -1.96 -4.04
H -0.31 -2.34 -1.98
H 0.91 -1.91 -7.47
H 3.03 -2.41 -6.24
C 0.18 0.06 0.81
H 1.44 1.33 -0.33
H -2.29 -2.10 1.66
C -0.31 -2.07 -4.49
H -2.95 4.14 5.55
C 0.33 3.36 2.36
H -0.65 4.46 4.99
H -3.46 4.42 3.89
C -1.72 -1.18 1.68
O 2.75 -2.90 -1.54
H -2.97 -0.20 3.10
H -1.31 5.36 3.63
O 0.57 2.23 1.61
C 0.81 -2.35 -3.70
C 0.92 -2.04 -6.40
N 0.64 -2.47 -2.33
C 0.95 -2.76 0.04
C -1.31 4.39 4.12
C 1.35 0.27 -0.10
```